{"formula": "C25H45ClDyP2", "method": "wB97M-V/def2-TZVPD", "elements": ["Dy", "C", "C", "C", "C", "C", "C", "H", "H", "H", "C", "H", "H", "H", "C", "H", "H", "H", "C", "H", "H", "H", "C", "H", "H", "H", "C", "C", "C", "C", "C", "C", "C", "C", "H", "H", "H", "H", "H", "H", "H", "H", "H", "H", "H", "H", "P", "P", "C", "C", "H", "H", "H", "H", "C", "H", "H", "H", "C", "H", "H", "H", "C", "H", "H", "H", "C", "H", "H", "H", "Cl", "C", "H", "H"], "coordinates": [[-0.683, 1.175, -0.160], [0.512, -0.128, 1.942], [1.576, 0.422, 1.181], [0.062, 2.134, 1.646], [-0.484, 0.899, 2.168], [1.258, 1.807, 0.931], [0.606, -1.307, 2.830], [1.434, -1.982, 2.609], [-0.315, -1.896, 2.808], [0.744, -0.967, 3.866], [-1.707, 0.741, 2.991], [-1.876, -0.308, 3.231], [-2.603, 1.105, 2.485], [-1.611, 1.280, 3.926], [-0.850, 3.273, 1.258], [-0.927, 3.940, 2.111], [-1.910, 2.936, 1.035], [-0.477, 3.849, 0.394], [2.096, 2.754, 0.136], [2.614, 3.435, 0.832], [1.502, 3.381, -0.556], [2.874, 2.238, -0.450], [2.967, -0.094, 1.179], [3.533, 0.458, 1.949], [3.480, 0.052, 0.224], [3.041, -1.153, 1.451], [-0.933, -2.334, -1.282], [0.114, -2.649, -0.490], [1.533, -2.689, -0.892], [2.058, -1.877, -2.123], [1.731, -0.442, -2.245], [0.599, 0.079, -2.749], [-0.598, -0.647, -3.280], [-0.878, -2.071, -2.736], [1.759, -3.728, -1.169], [1.778, -2.406, -3.042], [2.136, -2.434, -0.014], [-0.184, -2.780, -3.193], [-1.929, -2.334, -0.829], [-0.094, -2.861, 0.553], [-1.887, -2.319, -3.103], [-1.483, -0.024, -3.094], [0.531, 1.172, -2.882], [-0.562, -0.745, -4.384], [3.152, -1.943, -2.034], [2.513, 0.251, -1.897], [-1.154, -0.687, -6.898], [-0.826, 1.969, -8.330], [-1.194, -0.755, -8.794], [-1.541, 0.589, -9.401], [-1.946, -1.500, -9.088], [-0.201, -1.083, -9.137], [-1.091, 0.694, -10.398], [-2.631, 0.745, -9.476], [-1.625, 3.231, -9.396], [-1.213, 4.205, -9.135], [-2.702, 3.226, -9.224], [-1.411, 2.991, -10.436], [0.746, 2.014, -9.315], [0.487, 1.997, -10.376], [1.404, 1.174, -9.077], [1.253, 2.952, -9.075], [-2.649, -1.760, -6.771], [-2.832, -2.063, -5.736], [-2.509, -2.645, -7.407], [-3.512, -1.185, -7.136], [0.191, -1.941, -6.791], [1.125, -1.482, -7.157], [-0.060, -2.802, -7.428], [0.348, -2.270, -5.756], [-2.622, -2.928, 3.673], [-2.425, -2.525, 2.085], [-2.939, -1.628, 1.749], [-2.041, -3.310, 1.441]], "atomic_forces_ev_per_a": [[-2.0, -3.1, -5.2], [0.1, 1.9, 0.4], [-1.0, 1.2, 1.1], [0.6, -0.3, 1.2], [2.2, 0.0, 0.6], [0.7, -0.3, 1.4], [-0.3, -0.8, 0.2], [0.0, 0.1, -0.2], [0.3, 0.0, 0.1], [0.0, 0.0, -0.2], [-0.2, -0.2, 0.0], [0.0, 0.1, 0.0], [-0.2, 0.1, 0.0], [-0.1, 0.2, 0.2], [-0.2, 0.3, 0.5], [-0.3, 0.4, -0.1], [0.7, 0.3, 0.2], [-0.1, 0.0, 0.3], [0.4, 0.3, 0.0], [-0.1, -0.1, -0.4], [0.2, -0.1, 0.2], [-0.4, 0.2, 0.2], [0.6, -0.3, -0.1], [-0.1, -0.2, -0.3], [0.0, 0.0, 0.1], [-0.1, 0.2, -0.2], [0.5, 0.2, 1.5], [-1.4, 1.0, -0.6], [0.8, -0.2, -0.5], [0.4, -1.0, 0.3], [-0.6, 1.2, 0.4], [0.3, 0.3, 0.1], [-0.3, -0.6, 0.1], [-0.5, -0.1, -1.1], [0.2, 0.0, 0.4], [0.2, 0.2, 0.2], [0.0, -0.1, -0.2], [-0.2, 0.1, -0.1], [0.2, 0.0, 0.0], [0.1, -0.1, 0.0], [0.4, -0.1, -0.2], [0.0, 0.0, 0.0], [0.3, -0.3, 0.1], [0.1, 0.4, 0.5], [-0.3, -0.1, -0.2], [-0.4, -0.2, -0.3], [-0.2, -0.9, -1.0], [-0.2, 0.1, -1.9], [0.0, 0.1, 0.2], [0.0, 0.3, 0.6], [0.5, 0.0, 0.0], [-0.3, 0.1, 0.1], [-0.4, 0.0, 0.2], [0.4, -0.1, 0.0], [0.0, 0.4, 0.4], [-0.2, 0.2, -0.2], [0.0, 0.2, 0.0], [-0.1, 0.2, -0.1], [0.2, 0.2, 0.6], [0.2, 0.0, 0.1], [0.0, 0.1, 0.0], [0.2, -0.1, -0.1], [0.0, -0.2, 0.3], [-0.1, 0.0, -0.1], [-0.2, 0.1, 0.3], [0.2, -0.2, 0.2], [0.1, -0.3, 0.2], [-0.3, -0.2, 0.2], [0.2, 0.1, 0.3], [0.1, -0.1, -0.2], [-0.2, -0.3, 1.3], [-0.2, 0.1, -1.2], [0.2, -0.4, -0.1], [-0.2, 0.3, 0.0]], "total_charge": 1, "e_tot_ev": -81828.029, "spin_multiplicity": 6, "orbital_gap_ha": [0.2608, 0.2266], "e_homo_ev": [-9.83, -9.83]}

{"formula": "C25H45ClGaNO2P", "method": "wB97M-V/def2-TZVPD", "elements": ["Ga", "Cl", "P", "C", "H", "H", "C", "C", "C", "H", "C", "H", "H", "C", "H", "H", "C", "H", "H", "C", "H", "H", "H", "H", "C", "C", "H", "C", "H", "H", "C", "H", "H", "C", "H", "H", "C", "H", "H", "H", "H", "C", "H", "C", "H", "H", "C", "H", "H", "C", "H", "H", "C", "H", "H", "H", "H", "C", "C", "H", "C", "H", "C", "H", "H", "C", "H", "H", "C", "H", "H", "H", "H", "O", "N", "O"], "coordinates": [[1.608, -0.313, 1.890], [1.697, 1.313, 3.268], [0.628, 0.604, -0.087], [-3.355, -0.938, 2.471], [-4.167, -0.963, 1.711], [-2.447, -0.409, 1.998], [2.536, 0.861, -0.582], [-0.351, 2.266, -0.151], [2.804, 1.083, -2.066], [2.700, 1.816, -0.045], [4.282, 1.454, -2.261], [2.591, 0.175, -2.650], [2.172, 1.882, -2.482], [5.274, 0.496, -1.617], [4.505, 1.576, -3.318], [4.427, 2.445, -1.824], [4.914, 0.163, -0.177], [5.325, -0.421, -2.207], [6.277, 0.912, -1.642], [3.445, -0.234, -0.030], [5.546, -0.640, 0.190], [5.114, 1.027, 0.463], [3.230, -1.202, -0.503], [3.236, -0.435, 1.095], [-0.196, -0.377, -1.437], [-1.877, 2.073, -0.338], [-0.170, 2.640, 0.876], [-2.667, 3.395, -0.299], [-2.072, 1.605, -1.315], [-2.262, 1.373, 0.421], [-2.124, 4.464, -1.236], [-3.711, 3.188, -0.543], [-2.669, 3.774, 0.726], [-0.619, 4.636, -1.096], [-2.357, 4.202, -2.270], [-2.621, 5.416, -1.038], [0.173, 3.316, -1.164], [-0.236, 5.314, -1.860], [-0.400, 5.113, -0.137], [0.079, 2.914, -2.187], [1.246, 3.505, -0.989], [0.453, -1.750, -1.625], [-1.204, -0.521, -1.012], [-0.379, -2.659, -2.558], [1.461, -1.631, -2.052], [0.579, -2.254, -0.657], [-0.706, -2.010, -3.909], [0.162, -3.604, -2.718], [-1.321, -2.920, -2.058], [-1.248, -0.586, -3.762], [0.207, -1.978, -4.515], [-1.433, -2.630, -4.450], [-0.403, 0.296, -2.810], [-1.315, -0.104, -4.751], [-2.273, -0.638, -3.371], [0.564, 0.488, -3.294], [-0.899, 1.273, -2.723], [-1.037, -2.237, 2.136], [-2.602, -2.322, 2.186], [-0.461, -1.995, 1.211], [-3.032, -3.444, 3.147], [-2.923, -2.454, 1.169], [-2.278, -3.480, 4.501], [-4.122, -3.344, 3.309], [-2.829, -4.373, 2.580], [-0.750, -3.628, 4.295], [-2.473, -2.537, 5.057], [-2.651, -4.359, 5.073], [-0.229, -2.500, 3.326], [-0.229, -3.587, 5.270], [-0.560, -4.624, 3.832], [-0.181, -1.537, 3.903], [0.834, -2.776, 3.071], [-1.285, 0.450, 5.898], [-1.315, 1.317, 5.127], [-3.633, -0.408, 3.614]], "atomic_forces_ev_per_a": [[-1.2, -3.2, 1.5], [0.0, 2.0, 0.8], [-0.4, 1.4, -1.8], [2.3, 1.1, -1.3], [-0.4, 0.0, -0.1], [-0.7, 1.1, -0.8], [-2.0, 0.6, -0.1], [0.7, 0.2, -0.1], [0.4, 0.0, -0.3], [0.3, -0.3, -0.1], [0.0, 0.5, 0.1], [0.0, 0.1, 0.3], [0.2, -0.2, 0.2], [-0.1, -0.2, -0.1], [0.0, -0.1, -0.2], [0.0, 0.1, 0.1], [-0.3, 0.0, -0.1], [-0.1, -0.2, 0.0], [0.2, 0.2, -0.1], [0.5, 0.2, 1.0], [0.1, -0.2, 0.1], [-0.1, 0.1, 0.0], [0.0, 0.1, 0.0], [1.2, 0.2, -2.1], [-0.2, -0.1, -0.1], [0.1, -0.5, -0.1], [-0.1, 0.0, -0.4], [0.2, -0.2, 0.4], [0.0, 0.1, 0.3], [0.0, 0.2, -0.1], [0.2, -0.2, -0.1], [0.0, -0.1, 0.0], [0.1, 0.0, 0.0], [0.5, -0.1, 0.3], [0.0, -0.1, -0.1], [0.0, 0.0, 0.0], [-0.1, -0.2, -0.1], [0.0, 0.1, -0.1], [0.0, 0.0, 0.1], [0.1, 0.1, 0.3], [-0.4, 0.0, -0.1], [-0.1, -0.5, -0.2], [0.2, -0.1, 0.0], [-0.1, 0.1, 0.1], [-0.2, 0.0, 0.1], [0.0, 0.1, -0.2], [0.2, 0.0, 0.1], [-0.1, 0.2, 0.0], [0.1, 0.1, 0.1], [-0.1, 0.1, 0.3], [0.0, 0.0, 0.0], [0.2, 0.1, 0.1], [0.1, 0.0, -0.5], [0.0, -0.1, 0.3], [0.1, 0.0, 0.0], [-0.1, -0.1, 0.1], [0.2, -0.4, 0.0], [-1.6, -0.5, -0.8], [1.8, -0.2, 1.4], [-0.9, -0.1, 0.7], [0.0, -0.2, -0.6], [-0.2, -0.7, -0.6], [0.1, 0.0, -0.2], [0.4, -0.1, 0.0], [-0.3, -0.1, 0.5], [-0.8, 0.3, -0.7], [-0.1, -0.6, -0.3], [0.1, 0.6, -0.1], [1.2, -0.7, 1.6], [-0.1, 0.0, -0.5], [0.0, 0.6, 0.2], [0.1, -0.6, 0.0], [-1.0, 0.5, 0.1], [0.0, 1.4, -1.3], [0.0, -1.4, 1.3], [-0.5, -0.7, 1.4]], "total_charge": -1, "e_tot_ev": -106423.342, "spin_multiplicity": 1, "orbital_gap_ha": [0.1773, 0.1766], "de_lowest_ev": 1.526, "e_homo_ev": [-2.53, -2.51]}

{"formula": "C25H45ErNOP2", "method": "wB97M-V/def2-TZVPD", "elements": ["Er", "C", "C", "C", "C", "C", "C", "H", "H", "H", "C", "H", "H", "H", "C", "H", "H", "H", "C", "H", "H", "H", "C", "H", "H", "H", "C", "C", "C", "C", "C", "C", "C", "C", "H", "H", "H", "H", "H", "H", "H", "H", "H", "H", "H", "H", "P", "C", "H", "H", "H", "C", "H", "H", "H", "C", "H", "H", "H", "P", "C", "H", "H", "H", "C", "H", "H", "H", "C", "H", "H", "H", "O", "C", "N"], "coordinates": [[0.280, -0.628, 0.210], [0.976, -1.371, -1.848], [1.291, 0.078, -1.726], [2.604, -1.053, -0.086], [1.828, -2.085, -0.880], [2.288, 0.255, -0.593], [0.279, -1.990, -3.028], [-0.544, -1.370, -3.432], [-0.155, -2.982, -2.821], [0.995, -2.134, -3.863], [2.094, -3.538, -0.953], [1.402, -4.125, -1.531], [1.978, -4.033, 0.093], [3.124, -3.751, -1.166], [3.635, -1.399, 0.935], [4.624, -1.416, 0.450], [3.513, -2.394, 1.399], [3.699, -0.687, 1.775], [3.297, 1.344, -0.434], [4.116, 1.165, -1.157], [3.784, 1.336, 0.556], [2.981, 2.388, -0.609], [1.266, 0.889, -2.940], [1.989, 0.464, -3.666], [1.581, 1.933, -2.815], [0.298, 0.874, -3.476], [-2.444, 1.801, -0.230], [-2.090, 1.643, -1.530], [-2.314, 2.698, -2.563], [-1.311, 3.867, -2.410], [-0.365, 3.711, -1.246], [-0.767, 3.914, 0.021], [-2.183, 4.240, 0.382], [-3.133, 3.025, 0.282], [-3.344, 3.082, -2.499], [-1.895, 4.790, -2.268], [-2.244, 2.251, -3.575], [-3.992, 3.279, -0.356], [-2.223, 1.100, 0.582], [-1.577, 0.768, -1.946], [-3.572, 2.806, 1.274], [-2.225, 4.713, 1.378], [-0.028, 4.083, 0.817], [-2.560, 5.030, -0.286], [-0.773, 4.069, -3.351], [0.716, 3.696, -1.464], [-1.637, -2.366, 0.184], [-1.104, -4.071, -0.096], [-1.995, -4.692, 0.036], [-0.341, -4.457, 0.594], [-0.745, -4.238, -1.122], [-2.636, -2.541, 1.664], [-3.304, -3.400, 1.498], [-3.269, -1.660, 1.857], [-2.050, -2.740, 2.576], [-2.876, -2.290, -1.105], [-3.561, -1.440, -0.990], [-3.478, -3.209, -1.023], [-2.458, -2.258, -2.125], [0.517, 0.498, 2.495], [1.911, 1.650, 2.646], [1.664, 2.307, 3.491], [2.164, 2.272, 1.785], [2.851, 1.122, 2.905], [-0.919, 0.995, 3.450], [-1.243, 2.015, 3.224], [-0.647, 0.999, 4.518], [-1.788, 0.316, 3.349], [1.200, -0.478, 3.859], [1.408, 0.231, 4.682], [2.142, -0.979, 3.620], [0.489, -1.209, 4.247], [2.104, -4.598, 1.851], [1.622, -3.569, 1.398], [1.081, -2.544, 1.130]], "atomic_forces_ev_per_a": [[-2.7, -0.2, 2.0], [3.5, 0.2, 0.5], [1.9, -1.6, 1.4], [-0.6, -0.6, -2.8], [1.0, 2.5, -2.6], [0.6, -2.2, -2.8], [-0.3, -0.2, -0.5], [0.4, -0.1, 0.3], [0.3, 0.4, 0.1], [-0.3, 0.1, 0.4], [0.1, -1.0, 1.8], [0.0, 0.1, -0.8], [1.0, 0.1, -4.0], [0.5, -0.1, -0.7], [0.7, -0.2, 0.4], [-0.2, 0.1, 0.1], [0.0, 0.6, -0.4], [-0.1, -0.1, -0.4], [0.6, 1.0, 0.1], [-0.4, 0.0, 0.2], [-0.3, -0.1, -0.4], [-0.3, -0.5, 0.0], [-0.1, 1.0, -1.6], [-0.2, 0.1, 0.2], [-0.3, -0.2, 0.2], [0.3, 0.1, 0.4], [0.0, -0.5, -1.3], [-0.6, -0.5, 1.1], [-0.6, -0.2, -0.7], [0.1, 0.5, -0.3], [0.6, 1.3, 0.5], [0.8, 1.0, -0.4], [-0.1, 0.6, 0.2], [-0.7, -0.1, 0.5], [0.3, -0.1, 0.1], [0.2, -0.2, 0.2], [0.1, 0.2, 0.6], [0.3, -0.1, 0.1], [0.1, -0.4, -0.5], [-0.1, -0.1, 0.7], [0.3, 0.1, -0.4], [0.0, -0.4, -0.3], [-0.1, -0.5, -0.4], [0.2, -0.2, 0.0], [0.0, -0.4, 0.4], [-0.6, -0.3, 0.2], [-0.7, -1.4, -0.6], [0.2, -1.1, 0.0], [0.0, 0.0, -0.1], [-0.4, 0.4, -0.2], [-0.1, 0.3, 0.3], [-0.8, -0.1, 0.9], [0.1, 0.2, 0.2], [0.2, -0.2, -0.2], [0.0, 0.0, -0.4], [-1.2, -0.1, -0.7], [0.2, -0.1, 0.0], [0.0, 0.3, -0.2], [0.0, 0.0, 0.5], [1.4, 0.1, 2.6], [0.5, 1.5, 0.1], [0.3, 0.0, -0.1], [-0.5, 0.0, 0.0], [-0.8, 0.0, -0.1], [-1.0, 1.2, 0.8], [-0.2, -0.1, -0.2], [-0.1, 0.0, -0.4], [0.6, 0.2, -0.2], [0.4, -1.1, 0.8], [-0.1, -0.2, -0.4], [-0.3, 0.0, -0.1], [0.1, -0.1, -0.1], [-0.8, 1.7, -0.7], [-0.5, -0.8, 4.2], [-2.0, 0.5, 2.9]], "total_charge": 1, "e_tot_ev": -76381.093, "spin_multiplicity": 4, "orbital_gap_ha": [0.2655, 0.2687], "e_homo_ev": [-10.27, -10.25]}

Maximum force values (in eV/A) by entry order: 6.4 3.8 4.4.